a:
This record from the OMol25 dataset describes 2 unconnected molecules or ions with the total composition C6H15ClNO2. The level of theory is the ωB97M-V functional and the def2-TZVPD basis.

Each line ends with the Löwdin charge.
Positions of all 25 atoms, in Å:
Cl (-25.81, 6.60, 0.12)  -0.85
C (-28.32, 7.91, -2.04)  -0.13
O (-27.45, 8.23, -3.15)  -0.20
C (-27.57, 9.54, -3.70)  -0.22
C (-26.53, 9.76, -4.86)  -0.22
N (-25.20, 10.06, -4.32)  -0.04
C (-24.96, 11.50, -4.49)  -0.20
C (-24.52, 11.90, -5.91)  -0.21
O (-23.95, 13.23, -5.98)  -0.20
C (-23.24, 13.52, -7.17)  -0.13
H (-28.15, 8.59, -1.20)  0.07
H (-28.18, 6.89, -1.69)  0.04
H (-29.35, 7.89, -2.40)  0.07
H (-27.66, 10.33, -2.96)  0.11
H (-28.53, 9.62, -4.21)  0.10
H (-26.94, 10.47, -5.58)  0.10
H (-26.50, 8.84, -5.44)  0.12
H (-24.72, 9.46, -4.97)  0.10
H (-24.13, 11.73, -3.81)  0.11
H (-25.76, 12.13, -4.11)  0.12
H (-25.37, 11.78, -6.57)  0.11
H (-23.80, 11.21, -6.34)  0.11
H (-22.87, 14.54, -7.04)  0.08
H (-23.94, 13.62, -8.00)  0.08
H (-22.43, 12.82, -7.37)  0.08

multiplicity	1
HOMO level	-3.4	eV
total charge	-1

b:
This record from the OMol25 dataset describes 2 unconnected molecules or ions with the total composition C6H15ClNO2. The level of theory is the ωB97M-V functional and the def2-TZVPD basis.

Each line ends with the Löwdin charge.
Positions of all 25 atoms, in Å:
Cl (-0.38, -4.29, 0.49)  -0.78
C (-2.22, -1.55, -1.18)  -0.14
O (-1.33, -0.55, -1.62)  -0.23
C (-0.04, -1.12, -1.82)  -0.22
C (0.97, 0.03, -1.98)  -0.21
N (0.73, 1.16, -1.10)  -0.07
C (1.06, 0.82, 0.29)  -0.21
C (0.92, 2.05, 1.17)  -0.23
O (1.12, 1.79, 2.54)  -0.20
C (0.08, 1.04, 3.14)  -0.11
H (-1.85, -2.04, -0.27)  0.02
H (-2.31, -2.36, -1.93)  0.08
H (-3.20, -1.11, -0.99)  0.08
H (-0.07, -1.72, -2.74)  0.12
H (0.22, -1.77, -0.98)  0.07
H (1.00, 0.38, -3.01)  0.10
H (1.96, -0.39, -1.76)  0.11
H (-0.28, 1.29, -1.12)  0.10
H (2.10, 0.47, 0.33)  0.13
H (0.42, 0.03, 0.69)  0.11
H (-0.05, 2.54, 0.99)  0.12
H (1.71, 2.77, 0.90)  0.12
H (0.07, 0.00, 2.81)  0.08
H (-0.90, 1.49, 2.93)  0.09
H (0.27, 1.05, 4.21)  0.08

multiplicity	1
HOMO level	-4.0	eV
total charge	-1

What should be chosen as the least stable of them? Choose a.

a:
This record from the OMol25 dataset describes C6H7Cl in the gas phase. The level of theory is the ωB97M-V functional and the def2-TZVPD basis.

Each line ends with the Löwdin charge.
Positions of all 14 atoms, in Å:
C (-1.06, 0.33, 0.39)  -0.14
C (-0.17, 1.28, 0.74)  -0.08
C (-0.56, -0.70, -0.48)  -0.06
C (1.89, 0.11, -0.10)  -0.55
C (1.25, 1.38, 0.29)  -0.38
C (-1.20, -2.00, -0.51)  -0.12
Cl (2.60, 0.10, -1.61)  0.61
H (-2.05, 0.52, 0.61)  0.08
H (-0.38, 1.93, 1.58)  0.10
H (1.29, 2.13, -0.52)  0.11
H (1.84, 1.95, 1.09)  0.14
H (-0.16, -2.39, -0.07)  0.15
H (-1.24, -2.36, -1.53)  0.07
H (-2.05, -2.27, 0.13)  0.07

multiplicity	1
HOMO level (spin up / spin down)	-7.7 / -7.7	eV

b:
This record from the OMol25 dataset describes C6H7Cl in the gas phase. The level of theory is the ωB97M-V functional and the def2-TZVPD basis.

Each line ends with the Löwdin charge.
Positions of all 14 atoms, in Å:
C (0.75, -1.39, 0.60)  -0.07
C (0.49, -0.14, -0.09)  -0.39
C (0.73, 1.34, 0.29)  -0.01
C (-0.57, 1.70, 0.32)  -0.07
C (-1.09, 0.38, -0.19)  -0.73
Cl (-2.45, -0.33, 0.61)  0.67
C (-0.25, -0.15, -1.36)  -0.08
H (0.55, -2.29, -0.02)  0.09
H (0.08, -1.34, 1.53)  0.09
H (1.76, -1.52, 0.99)  0.08
H (1.65, 1.71, 0.83)  0.12
H (-0.95, 2.67, 0.33)  0.08
H (0.03, 0.44, -2.20)  0.10
H (-0.72, -1.08, -1.64)  0.11

multiplicity	1
structure (SMILES)	C[C@]12C=C[C@]1(Cl)C2
HOMO level	-7.9	eV

c:
This record from the OMol25 dataset describes C6H7Cl in the gas phase. The level of theory is the ωB97M-V functional and the def2-TZVPD basis.

Each line ends with the Löwdin charge.
Positions of all 14 atoms, in Å:
C (1.04, 0.19, 0.97)  -0.03
C (0.90, 0.94, -0.25)  -0.14
C (-1.63, -0.56, -0.34)  0.00
C (-0.52, -1.09, -0.78)  -0.17
C (0.87, -0.58, -0.45)  -0.54
C (1.77, -1.11, -1.39)  -0.32
Cl (3.45, -0.62, -1.07)  0.52
H (1.97, 0.10, 1.53)  0.11
H (0.12, -0.07, 1.52)  0.10
H (-0.02, 1.26, -0.67)  0.09
H (1.78, 1.54, -0.76)  0.15
H (-2.59, -0.99, -0.66)  0.06
H (-1.52, 0.44, 0.22)  0.09
H (-0.50, -1.91, -1.43)  0.08

multiplicity	1
HOMO level	-8.8	eV

What should be chosen as the least stable of them? Choose a.

a:
This record from the OMol25 dataset describes a gas-phase ion, C5H9O (charge +1). The level of theory is the ωB97M-V functional and the def2-TZVPD basis.

Each line ends with the Löwdin charge.
Positions of all 15 atoms, in Å:
C (-0.77, 1.74, -1.11)  0.15
C (-1.41, -0.86, 0.62)  0.13
C (-0.43, 1.01, -0.07)  -0.20
C (1.17, -1.03, 0.14)  -0.08
C (1.24, 0.44, 0.33)  -0.05
O (-1.09, 0.35, 0.97)  0.03
H (-1.82, 1.94, -1.25)  0.10
H (-0.05, 1.91, -1.80)  0.06
H (-1.63, -1.47, 1.48)  0.15
H (-1.83, -1.03, -0.34)  0.14
H (1.47, -1.31, -0.87)  0.10
H (0.08, -1.33, 0.20)  0.05
H (1.79, -1.76, 0.82)  0.15
H (1.48, 0.70, 1.41)  0.14
H (1.82, 0.71, -0.54)  0.11

multiplicity	1
HOMO level	-15.4	eV
total charge	+1

b:
This record from the OMol25 dataset describes a molecular structure, C5H9O. The level of theory is the ωB97M-V functional and the def2-TZVPD basis.

Each line ends with the Löwdin charge.
Positions of all 15 atoms, in Å:
C (-0.07, 0.87, -1.50)  -0.07
C (0.38, -0.30, -1.05)  -0.02
C (-0.94, 1.56, -0.63)  0.04
C (-0.68, 0.26, 0.92)  -0.01
C (0.99, -1.63, 0.92)  0.12
O (-0.01, -0.73, 0.24)  -0.26
H (0.17, 1.25, -2.41)  0.11
H (1.03, -1.04, -1.51)  0.14
H (-0.44, 2.63, -0.35)  0.17
H (-1.94, 1.59, -0.66)  0.05
H (-0.23, 0.80, 1.85)  0.16
H (-1.75, 0.01, 1.18)  0.13
H (0.43, -1.86, 1.96)  0.19
H (1.14, -2.42, 0.13)  0.13
H (1.91, -0.97, 0.91)  0.13

multiplicity	1
HOMO level	-14.5	eV
total charge	+1

What should be chosen as the least stable of them? Choose b.

a:
This record from the OMol25 dataset describes 2 unconnected molecules or ions with the total composition C2H4FNO. The level of theory is the ωB97M-V functional and the def2-TZVPD basis.

Each line ends with the Löwdin charge.
Positions of all 9 atoms, in Å:
O (-0.22, 2.33, 1.27)  0.07
N (0.14, 1.32, 1.73)  -0.12
C (0.21, 0.25, 2.26)  -0.09
F (0.95, -0.81, 2.30)  0.12
C (-0.24, -0.54, -1.57)  -0.03
H (0.12, -0.25, -0.54)  0.02
H (-0.77, -1.45, -1.18)  0.04
H (-0.74, 0.13, -2.24)  0.03
H (0.54, -0.98, -2.03)  -0.04

multiplicity	1
structure (SMILES)	[O-][N+]#CF.C
HOMO level	-10.2	eV

b:
This record from the OMol25 dataset describes 2 unconnected molecules or ions with the total composition C2H4FNO. The level of theory is the ωB97M-V functional and the def2-TZVPD basis.

Each line ends with the Löwdin charge.
Positions of all 9 atoms, in Å:
C (-0.98, 1.57, 0.17)  -0.21
C (0.85, -1.17, -0.24)  -0.17
N (1.45, -0.03, -0.41)  -0.01
O (-1.49, 0.38, 0.08)  -0.03
F (-1.98, 2.32, -0.17)  0.04
H (0.24, -1.24, -1.18)  0.08
H (0.91, -1.66, 0.74)  0.08
H (-1.05, -0.44, 0.58)  0.15
H (2.05, 0.28, 0.43)  0.08

multiplicity	1
HOMO level	-9.7	eV

What should be chosen as the least stable of them? Choose a.